Entry 1:
Here is a structure of composition C6H18NO3Si at a distorted geometry from the OMol25 dataset. Energies are from ωB97M-V with the def2-TZVPD basis set.

```
29
Properties=species:S:1:pos:R:3
Si -0.86541 0.14947 0.29279
O -1.14077 -0.65820 1.63917
O -0.69865 1.72541 0.53196
O -1.74632 -0.02617 -0.98326
N 1.99735 1.18600 0.39872
C -1.79753 -0.77924 -2.15533
C 1.55847 -0.16432 -0.07729
C 2.23462 -1.16561 0.85604
C -1.70465 2.77107 0.46058
C 1.81491 -0.24168 -1.51111
C -1.66943 -1.95142 1.81301
H -2.03407 2.77104 -0.49584
H 3.27118 -1.25260 0.53848
H -1.56155 -0.16470 -3.03178
H 1.40170 -1.32506 -1.81147
H -2.75797 -1.80864 1.89530
H -2.59686 2.59549 1.08108
H -1.33330 -2.53233 0.98142
H 3.03171 1.09860 0.67224
H 1.24422 0.61847 -2.02257
H -1.16522 -1.58801 -2.15148
H 1.64502 -2.09032 0.78966
H -2.82102 -0.95830 -2.38593
H 1.95580 -0.68839 1.87641
H -1.19363 -2.26369 2.76424
H 2.86855 -0.29059 -1.67196
H -1.32052 3.59232 0.83537
H 1.48343 1.50134 1.18952
H 1.89999 1.94006 -0.31798
```

The charge is +1.

---

Entry 2:
Here is the molecule C16H23ClN2O3S at a distorted geometry from the OMol25 dataset. Energies are from ωB97M-V with the def2-TZVPD basis set.

```
46
C16H23ClN2O3S | the OMol25 dataset | ωB97M-V with the def2-TZVPD basis set
Cl 2.74560 -1.94013 1.43102
S -3.78396 0.43209 -1.27781
O 0.45240 0.52285 1.68267
O -3.88071 1.67830 -1.98540
O -3.50729 -0.75014 -2.04960
N 2.21286 0.89116 0.33995
N -2.68983 0.61934 -0.01871
C -1.82070 1.77400 -0.09348
C 6.75881 0.01390 0.90592
C 0.12619 0.29798 -0.71319
C 5.40648 -1.95928 1.04360
C -6.86823 0.45698 -2.26820
C -0.81767 -0.90158 -0.56003
C -5.30939 0.15126 -0.32258
C -0.68236 1.55020 -1.08715
C 6.64583 -1.36559 0.88479
C -1.98878 -0.58665 0.37115
C 3.15634 1.08541 1.42130
C -6.36274 -0.50185 -1.19771
C 4.28280 -1.16859 1.22374
C 5.63043 0.79454 1.08209
C 0.91891 0.56076 0.56250
C 4.37521 0.22212 1.24731
H -5.01410 -0.48232 0.50839
H -5.61241 1.12857 0.04017
H 5.30408 -3.03281 1.03159
H 5.71956 1.87107 1.09809
H -7.57337 -0.04464 -2.92634
H -0.26791 -1.76016 -0.16992
H 3.45268 2.13890 1.47679
H -2.43444 2.61802 -0.40753
H -1.22101 -1.15825 -1.54114
H -7.36606 1.31059 -1.81277
H 2.61740 0.82251 2.33812
H -1.12089 1.40716 -2.07744
H -2.70640 -1.40787 0.34744
H 7.72341 0.48205 0.78328
H -7.19571 -0.84425 -0.57749
H -1.42592 1.95562 0.90976
H -1.62615 -0.44367 1.39201
H -0.03372 2.42843 -1.11415
H 0.83393 0.08030 -1.52152
H 7.52049 -1.98211 0.74567
H -5.90830 -1.37256 -1.67442
H 2.58305 0.89072 -0.59688
H -6.03298 0.82206 -2.85909
```

---

The records above give, respectively, frontier orbital gap values of 0.3590, 0.3622 Eh.
The records above give, respectively, relative energy (zero: lowest compared OMol25 entry of this formula, charge and spin) values of 399.53, 0.00 kJ/mol.
The records above give, respectively, HOMO level values of -12.585, -9.154 eV.